No. 1
This record from the OMol25 dataset describes an isolated molecule of C4H6N2O. The level of theory is wB97M-V/def2-TZVPD.

CARTESIAN COORDINATES (ANGSTROEM)
C -1.268 1.144 -1.336
C -0.284 0.259 -0.645
N 0.970 0.110 -0.974
C 1.548 -0.620 0.047
C 0.625 -0.854 1.019
O 0.731 -1.268 2.303
N -0.563 -0.346 0.559
H -0.696 1.882 -1.903
H -1.883 1.680 -0.603
H -1.929 0.608 -2.022
H 2.597 -0.885 0.058
H 1.669 -1.208 2.527
H -1.480 -0.537 0.935

Results
Net charge: 0
Lowest unoccupied orbital energy in eV: 0.72
Spin multiplicity: 1
HOMO in eV: -8.0
Energy in Eh: -340.7678
ΔE to the lowest compared entry with this formula, charge and spin in kcal/mol: 16.99
Orbital gap in eV: 8.755
Molar mass in g/mol: 98.10
Structure (SMILES): Cc1ncc(O)[nH]1

Mulliken population analysis, charges in e, atoms 1 to 8: atom 1 (C): -0.977, atom 2 (C): 0.454, atom 3 (N): -0.614, atom 4 (C): -0.421, atom 5 (C): 0.396, atom 6 (O): -0.524, atom 7 (N): -0.084, atom 8 (H): 0.278

---

No. 2
This record from the OMol25 dataset describes an isolated molecule of C4H6N2O. The level of theory is wB97M-V/def2-TZVPD.

CARTESIAN COORDINATES (ANGSTROEM)
C 2.027 0.497 0.075
C 0.613 0.044 -0.048
C 0.115 -1.210 0.051
N -1.289 -1.095 -0.051
C -1.491 0.250 -0.216
O -2.757 0.663 -0.351
N -0.421 0.975 -0.220
H 2.254 0.730 1.122
H 2.189 1.404 -0.511
H 2.722 -0.279 -0.255
H 0.605 -2.174 0.080
H -1.844 -1.434 0.722
H -2.725 1.628 -0.397

Results
Net charge: 0
Lowest unoccupied orbital energy in eV: 0.80
Spin multiplicity: 1
HOMO in eV: -8.4
Energy in Eh: -340.7728
ΔE to the lowest compared entry with this formula, charge and spin in kcal/mol: 13.85
Orbital gap in eV: 9.186
Molar mass in g/mol: 98.10
Structure (SMILES): Cc1c[nH]c(O)n1

Mulliken population analysis, charges in e, atoms 1 to 8: atom 1 (C): -1.063, atom 2 (C): 0.698, atom 3 (C): -0.615, atom 4 (N): -0.199, atom 5 (C): 0.431, atom 6 (O): -0.487, atom 7 (N): -0.623, atom 8 (H): 0.228

---

No. 3
This record from the OMol25 dataset describes an isolated molecule of C4H6N2O. The level of theory is wB97M-V/def2-TZVPD.

CARTESIAN COORDINATES (ANGSTROEM)
N -2.186 -0.276 0.143
C -0.829 0.046 0.264
C -0.167 1.249 0.357
C 1.236 0.968 0.363
C 1.364 -0.385 0.239
O 2.272 -1.104 -0.502
N 0.104 -0.950 0.281
H -2.324 -0.998 -0.558
H -2.706 0.543 -0.151
H -0.619 2.228 0.279
H 2.052 1.675 0.302
H 1.833 -1.022 -1.365
H -0.045 -1.946 0.260

Results
Net charge: 0
Lowest unoccupied orbital energy in eV: 0.67
Spin multiplicity: 1
HOMO in eV: -7.3
Energy in Eh: -340.7343
ΔE to the lowest compared entry with this formula, charge and spin in kcal/mol: 38.03
Orbital gap in eV: 8.019
Molar mass in g/mol: 98.10
Structure (SMILES): Nc1ccc(O)[nH]1

Mulliken population analysis, charges in e, atoms 1 to 8: atom 1 (N): -0.568, atom 2 (C): 0.174, atom 3 (C): -0.403, atom 4 (C): -0.555, atom 5 (C): 0.157, atom 6 (O): -0.514, atom 7 (N): -0.091, atom 8 (H): 0.247

---

No. 4
This record from the OMol25 dataset describes an isolated molecule of C4H6N2O. The level of theory is wB97M-V/def2-TZVPD.

CARTESIAN COORDINATES (ANGSTROEM)
C 1.495 -0.178 0.770
C 0.883 0.588 -2.552
N -0.059 0.185 -1.976
C -1.040 -0.221 -1.103
C -0.878 0.097 0.195
O -1.814 -0.110 1.150
N 0.302 0.658 0.624
H 1.381 -1.073 0.156
H 1.634 -0.496 1.812
H 2.395 0.333 0.419
H -1.884 -0.740 -1.537
H -2.626 -0.438 0.738
H 0.213 1.393 1.304

Results
Net charge: 0
Lowest unoccupied orbital energy in eV: 0.55
Spin multiplicity: 1
HOMO in eV: -8.7
Energy in Eh: -340.6976
ΔE to the lowest compared entry with this formula, charge and spin in kcal/mol: 61.07
Orbital gap in eV: 9.215
Molar mass in g/mol: 98.10

Mulliken population analysis, charges in e, atoms 1 to 8: atom 1 (C): -0.802, atom 2 (C): -0.185, atom 3 (N): -0.004, atom 4 (C): -0.598, atom 5 (C): 0.549, atom 6 (O): -0.494, atom 7 (N): -0.271, atom 8 (H): 0.288